Model w:
ORCA calculation (ωB97M-V with the def2-TZVPD basis set) on C5H14N4 in the gas phase.

Its total charge is 0. Its SMILES is C=C(C)CN(C)N(N)N. Its HOMO energy is -0.259 Ha.

XYZ file:
```
23
Properties=species:S:1:pos:R:3:nbo_charge:R:1
N 1.10564 0.14708 -0.42818 -0.30
N -0.05467 2.23722 -0.39071 -0.67
N 0.25332 1.28050 1.63910 -0.66
N 0.69032 1.32824 0.33431 -0.06
C 2.54807 -0.02827 -0.23896 -0.41
C -1.87494 -1.29002 1.04127 -0.40
C -1.81065 -0.56305 -1.32404 -0.66
C -1.14184 -0.89457 -0.01759 0.02
C 0.38306 -1.06482 -0.03267 -0.28
H -0.11425 1.87561 -1.34004 0.36
H 3.09316 0.85419 -0.59512 0.21
H -1.92921 0.51629 -1.44018 0.23
H 0.47235 3.10496 -0.46158 0.35
H 0.51369 0.40526 2.07739 0.35
H 2.91102 -0.88306 -0.82178 0.20
H 2.82288 -0.19723 0.81106 0.17
H -2.95925 -1.33505 0.99811 0.20
H 0.59443 -1.83856 -0.78346 0.22
H -1.24487 -0.94106 -2.18041 0.21
H -2.81035 -1.00623 -1.38800 0.22
H -1.41266 -1.61287 1.96972 0.19
H 0.72709 -1.44569 0.93901 0.17
H -0.76234 1.35115 1.63276 0.34
```

***

Model x:
ORCA calculation (ωB97M-V with the def2-TZVPD basis set) on a molecular structure, C5H14N4.

Its total charge is 0. Its HOMO energy is -0.275 Ha.

XYZ file:
```
23
Properties=species:S:1:pos:R:3:nbo_charge:R:1
N -0.43483 0.28023 -0.60934 -0.14
N -1.23844 1.39757 -0.87475 -0.65
N -0.57879 -0.68782 -1.65216 -0.68
N -1.81776 0.42143 1.87150 -0.77
C 2.02062 -0.42473 -0.50864 -0.66
C 1.39524 1.94107 -0.30086 -0.44
C -0.87551 -1.76952 1.44193 -0.69
C -0.88239 -0.27119 1.35911 0.29
C 0.97956 0.63291 -0.16358 0.09
H -0.83008 -2.05327 2.49343 0.25
H 0.72174 2.77258 -0.14438 0.22
H -1.71960 1.41856 1.67642 0.35
H 1.76221 -1.40437 -0.10094 0.21
H -0.01423 -1.50033 -1.42008 0.36
H -0.01033 -2.19438 0.93525 0.20
H -0.95098 1.78633 -1.76868 0.35
H -1.79149 -2.17992 1.00697 0.22
H -1.54401 -1.01215 -1.61711 0.36
H -2.20666 1.09265 -0.92114 0.36
H 2.16462 -0.51424 -1.58680 0.23
H 2.97825 -0.13722 -0.07140 0.24
H 0.41946 0.23853 1.23247 0.11
H 2.45340 2.16725 -0.27724 0.20
```

***

Model y:
ORCA calculation (ωB97M-V with the def2-TZVPD basis set) on 2 unconnected molecules or ions with the total composition C5H14N4.

Its total charge is 0. Its SMILES is C=C(C)CN.N=C(N)N. Its HOMO energy is -0.322 Ha.

XYZ file:
```
23
Properties=species:S:1:pos:R:3:nbo_charge:R:1
N 0.40119 0.54063 2.04592 -0.83
N -1.16136 -0.05959 -2.47119 -0.83
N -0.03315 2.83086 1.91581 -0.79
N 1.84440 1.93326 0.97827 -0.82
C 0.68423 1.80656 1.65127 0.56
C 1.07830 -1.48584 -0.99889 -0.66
C -1.03958 0.03010 -1.02638 -0.25
C -0.30033 -1.22712 -0.44966 0.03
C -0.98277 -2.21027 0.16938 -0.42
H 1.45731 -2.46924 -0.70274 0.22
H -0.80502 2.56518 2.52868 0.32
H 1.92257 2.87116 0.59745 0.40
H -0.52719 -3.17423 0.37427 0.20
H -1.70883 -0.88544 -2.70756 0.35
H -2.00646 -2.07575 0.50477 0.20
H -1.68580 0.74375 -2.81306 0.36
H 1.99897 1.24951 0.25203 0.37
H -0.48634 0.93981 -0.77617 0.20
H 1.10702 -1.44302 -2.09125 0.24
H 1.78125 -0.73872 -0.61884 0.19
H -2.03446 0.11310 -0.57170 0.17
H 1.00491 -0.22042 1.76177 0.40
H -0.50887 0.36571 2.44784 0.40
```

***

Short version: model y, model w, model x, most stable first.

***

Model w:
ORCA calculation (ωB97M-V with the def2-TZVPD basis set) on CH4N2OS in the gas phase.

Its total charge is 0. Its SMILES is ON/C=N\S. Its HOMO energy is -0.308 Ha.

XYZ file:
```
9
Properties=species:S:1:pos:R:3:nbo_charge:R:1
S -1.07524 -1.15832 -1.03043 0.17
O -1.09317 0.86858 0.82605 -0.58
N 0.34713 0.85162 0.81856 -0.34
N 0.60206 -0.90247 -0.87801 -0.59
C 1.01590 0.07904 -0.17452 0.20
H -1.40101 0.51166 1.65813 0.48
H 2.05340 0.27023 -0.30398 0.19
H 0.50821 1.81968 0.70473 0.36
H -0.95728 -2.34002 -1.62053 0.09
```

***

Model x:
ORCA calculation (ωB97M-V with the def2-TZVPD basis set) on CH4N2OS in the gas phase.

Its total charge is 0. Its SMILES is NC(=O)NS. Its HOMO energy is -0.358 Ha.

XYZ file:
```
9
Properties=species:S:1:pos:R:3:nbo_charge:R:1
S 0.26786 1.66781 -0.50603 0.18
O -0.86632 -1.95239 0.07796 -0.64
N -0.10219 -0.00042 -0.78385 -0.80
N 0.57637 -0.79541 1.41570 -0.86
C -0.13471 -0.96722 0.22194 0.77
H -0.56011 -0.25776 -1.69552 0.43
H 0.55667 -1.61202 2.07999 0.43
H -0.94583 2.14352 -0.19487 0.10
H 1.08294 0.03459 1.52863 0.40
```

***

Short version: model x, model w, most stable first.

***

Model w:
ORCA calculation (ωB97M-V with the def2-TZVPD basis set) on CH4N2OS in the gas phase.

Its total charge is 0. Its SMILES is NC(=S)NO. Its HOMO energy is -0.312 Ha.

XYZ file:
```
9
Properties=species:S:1:pos:R:3:nbo_charge:R:1
S 2.31354 -0.54158 -0.07685 -0.27
O -1.57743 -0.51221 -0.24353 -0.56
N -0.30023 -0.96099 0.14768 -0.34
N 0.37624 1.24615 -0.03346 -0.78
C 0.70747 -0.07320 -0.00610 0.26
H -2.05279 -0.69516 0.56292 0.48
H 1.09041 1.90224 0.03578 0.42
H 0.02274 -1.81113 -0.29978 0.39
H -0.57995 1.44589 -0.08666 0.40
```

***

Model x:
ORCA calculation (ωB97M-V with the def2-TZVPD basis set) on 2 unconnected molecules or ions with the total composition CH4N2OS.

Its total charge is 0. Its HOMO energy (alpha / beta) is -0.276 / -0.276 Ha.

XYZ file:
```
9
Properties=species:S:1:pos:R:3:nbo_charge:R:1
S 1.36974 -0.80592 -0.14513 0.05
O -1.03697 0.99073 -0.57606 -0.55
N -1.66115 -0.74946 0.85958 -0.82
N 1.98128 0.37971 -1.07841 -0.99
C -0.94960 0.02160 0.10255 0.74
H 2.69636 0.91040 -0.62350 0.36
H -1.07111 -1.35457 1.30127 0.42
H -2.50676 -0.41743 1.36326 0.42
H 1.17820 1.02495 -1.20357 0.38
```

***

Short version: model w, model x, most stable first.

***

Model w:
ORCA calculation (ωB97M-V with the def2-TZVPD basis set) on CH4N2OS in the gas phase.

Its total charge is 0. Its SMILES is O/N=C/NS. Its HOMO energy is -0.318 Ha.

XYZ file:
```
9
Properties=species:S:1:pos:R:3:nbo_charge:R:1
S 2.18532 -0.61030 -0.16167 0.15
O -2.21151 -0.43569 -0.09158 -0.58
N 1.20206 0.77787 -0.21744 -0.77
N -0.73502 -0.50071 -0.30963 -0.23
C -0.21760 0.61974 -0.16877 0.22
H 1.58566 1.63006 0.27035 0.41
H 1.27604 -1.66148 0.58369 0.14
H -2.27721 -1.39611 -0.10235 0.48
H -0.80773 1.57662 0.19740 0.19
```

***

Model x:
ORCA calculation (ωB97M-V with the def2-TZVPD basis set) on a molecular structure, CH4N2OS.

Its total charge is 0. Its HOMO energy is -0.290 Ha.

XYZ file:
```
9
Properties=species:S:1:pos:R:3:nbo_charge:R:1
S 1.53854 0.90723 -0.14335 0.23
O 2.68303 -0.23991 -0.09120 -0.88
N -1.49039 0.19583 -0.17362 -0.14
N -2.03359 1.24684 0.15025 -0.26
C -0.33125 -0.43693 -0.31673 -0.26
H 3.07051 -0.46068 0.74854 0.48
H -0.21089 -1.07358 -1.22099 0.25
H -2.95884 0.87622 0.43000 0.33
H -0.26711 -1.01500 0.61711 0.24
```

***

Short version: model w, model x, most stable first.